(1)
Here is C23H26BrN3O2SeV as an isolated structure from the Open Molecules 2025 dataset. Energies are from ωB97M-V/def2-TZVPD.

The geometry in XYZ format:
```
57
Properties=species:S:1:pos:R:3:forces:R:3
V -0.60813 -0.53475 0.13888 -0.2 0.3 0.0
O 3.80301 -3.83762 -0.64672 0.0 0.1 0.0
C 3.14345 -2.65211 -0.85549 0.0 -0.1 0.1
C 3.60091 -1.71640 -1.77365 0.0 0.1 0.0
C 2.86293 -0.55195 -1.91565 0.2 0.1 0.0
N 1.76421 -0.28155 -1.22600 -0.1 0.0 0.0
C 1.29888 -1.20037 -0.34430 0.0 0.0 -0.1
Br -1.47441 -2.61916 1.17263 -0.1 -0.1 0.0
C 1.98525 -2.39723 -0.14381 0.1 0.0 0.1
H 4.57132 -3.86274 -1.22631 0.0 0.0 0.0
H 4.49536 -1.88317 -2.36365 0.0 0.0 0.0
H 3.19055 0.20550 -2.62523 0.0 0.0 0.0
H 1.59450 -3.12879 0.55194 0.0 0.0 0.0
C -0.23197 0.41331 1.62107 0.0 0.0 0.1
C -0.11494 0.99886 2.90952 -0.1 -0.1 -0.4
C 0.91973 0.58388 3.76609 0.1 0.0 0.1
C 1.04829 1.14207 5.02403 0.0 0.0 0.0
C 0.15767 2.11385 5.46436 0.0 0.0 0.1
C -0.87686 2.51592 4.62773 0.0 0.0 0.0
C -1.02278 1.97290 3.36576 0.0 0.0 0.0
H 1.61069 -0.17840 3.42896 0.0 0.0 0.0
H 1.85215 0.80872 5.66941 0.0 0.0 0.0
H 0.26357 2.54592 6.45055 0.0 0.0 0.0
H -1.58650 3.26324 4.96258 0.0 0.0 0.0
H -1.84124 2.26823 2.72560 0.0 0.0 -0.1
C -3.59746 -1.50081 -4.35046 0.0 0.0 0.0
N -3.07142 -1.33563 -3.01423 0.0 0.2 -0.1
C -3.37416 -2.39560 -2.06722 0.1 0.0 0.1
C -2.00069 -0.54590 -2.74097 0.0 0.1 -0.1
O -1.20209 -0.88102 -1.85815 0.4 -0.3 0.1
N -1.79892 0.58440 -3.48615 -0.1 0.0 -0.1
C -2.92885 1.45783 -3.77845 -0.1 0.0 0.0
C -0.59235 1.34604 -3.17347 -0.1 -0.1 0.1
H -3.52245 -2.55395 -4.63618 0.0 0.0 0.0
H -3.01880 -0.91191 -5.05766 0.0 0.0 0.0
H -4.64859 -1.20392 -4.41513 0.0 0.0 0.0
H -4.39171 -2.73377 -2.25683 0.0 0.0 0.0
H -3.30283 -2.02650 -1.04534 0.0 0.0 -0.1
H -2.67939 -3.23465 -2.16411 0.0 0.0 0.0
H -3.79430 0.90401 -4.12827 0.0 0.0 0.0
H -2.62746 2.15256 -4.56228 0.0 0.0 0.0
H -3.20717 2.01154 -2.87572 0.0 0.1 -0.1
H 0.23270 0.67884 -2.94171 0.0 0.0 0.0
H -0.76154 1.98786 -2.30141 0.1 0.0 -0.1
H -0.35240 1.96192 -4.03936 0.0 0.1 0.0
Se -2.78505 1.09558 -0.03019 0.0 -0.1 0.4
C -2.19794 2.90541 -0.08783 0.2 0.0 -0.1
C -3.12500 3.92812 -0.29682 -0.2 -0.1 0.0
C -2.73224 5.25400 -0.35589 0.0 0.1 0.0
C -1.39631 5.60058 -0.21331 0.0 0.1 0.0
C -0.46172 4.59349 -0.01545 0.0 0.1 0.0
C -0.85398 3.26724 0.04304 0.0 -0.1 0.0
H -4.17316 3.67289 -0.40386 0.0 0.0 0.0
H -3.47774 6.02396 -0.51439 0.0 0.0 0.0
H -1.08878 6.63825 -0.25543 0.0 0.0 0.0
H 0.58758 4.83698 0.09599 0.0 0.0 0.0
H -0.11370 2.48771 0.18561 0.0 0.0 0.1
```
Positions in Å, forces in eV/Å.

calculated total energy: -193915.309 eV
Kohn-Sham gap (alpha / beta): 6.64 / 6.26 eV
charge: -1
<S²>: 2.233
multiplicity: 3


(2)
Here is a 2-piece molecular cluster, C3H10NO3 overall in a non-equilibrium geometry from the Open Molecules 2025 dataset. Energies are from ωB97M-V/def2-TZVPD.

The geometry in XYZ format:
```
17
Properties=species:S:1:pos:R:3:forces:R:3
C -1.06948 -1.75755 -0.09932 2.6 2.9 -2.2
C -0.31004 -0.51716 1.92482 -1.1 6.0 -0.7
C 0.66650 0.03670 -0.18086 0.1 -0.1 -1.7
N -0.31364 -0.64805 0.44076 2.9 2.5 0.4
O 0.95586 -0.13511 -1.45956 -1.9 -2.2 -0.2
O 1.45681 0.84683 0.42884 -0.3 -0.6 2.9
O 0.18424 2.27935 -1.39435 0.2 3.9 0.8
H -0.69665 -2.62818 0.22198 1.7 -3.4 1.1
H -2.01801 -1.71505 0.19367 -4.0 0.6 1.1
H -0.94807 -1.63619 -1.13968 -0.4 -0.5 -1.4
H 0.37742 0.42587 2.21655 -1.4 -2.7 -0.5
H -1.35036 -0.14370 2.24355 1.5 -1.3 -0.3
H 0.04382 -1.42009 2.22526 0.7 -2.4 1.9
H -0.19054 1.72242 -2.02290 -1.3 -1.4 -1.9
H 1.50443 0.46468 -1.98204 0.2 0.4 0.9
H 1.85408 1.62472 0.04342 -0.2 0.2 -1.1
H -0.14636 3.20054 -1.66013 0.8 -1.9 0.7
```
Positions in Å, forces in eV/Å.

calculated total energy: -10897.855 eV
ΔE to the lowest compared entry with this formula, charge and spin: 251.7 kJ/mol
Kohn-Sham gap: 11.90 eV
charge: +1


(3)
Here is C10H16Cl4OPb as an isolated structure in a non-equilibrium geometry from the Open Molecules 2025 dataset. Energies are from ωB97M-V/def2-TZVPD.

The geometry in XYZ format:
```
32
Properties=species:S:1:pos:R:3:forces:R:3
C -0.68060 0.98081 -0.69739 2.8 0.8 0.6
C -0.82868 -0.44571 -0.92104 1.3 -0.9 0.1
C 0.46676 -1.03045 -0.87138 -0.5 0.3 0.0
C -2.08862 -1.19125 -1.15129 -0.5 0.0 0.3
C 1.41413 -0.00237 -0.64549 -0.5 -1.3 -0.1
C 0.71729 1.24069 -0.53689 -3.0 0.6 0.1
C 1.33453 2.56691 -0.23727 0.2 0.1 -0.4
C -1.78304 1.95904 -0.57479 -0.3 0.4 -0.3
C 0.76702 -2.47541 -1.08920 0.1 -0.2 -0.1
C 2.89086 -0.20855 -0.56040 0.1 0.1 0.1
Pb -0.20731 -0.25482 2.28960 -0.8 0.3 -1.1
Cl -3.54793 -3.75297 1.85086 -0.2 -0.4 -0.2
Cl -2.66710 -0.43902 1.85079 0.4 0.2 0.4
Cl 0.64860 -2.87206 2.06690 0.0 0.8 0.2
H -2.96711 -0.62019 -0.81475 0.3 -0.1 -0.3
H -2.14552 -2.13881 -0.58298 0.2 0.3 -0.2
H -2.17883 -1.41065 -2.21944 -0.1 -0.1 -0.1
H -0.00529 -3.12703 -0.66689 0.1 0.2 -0.1
H 1.71056 -2.76954 -0.61878 -0.2 0.1 -0.1
H 0.84586 -2.67417 -2.16122 0.0 -0.2 -0.2
H 3.16679 -1.12812 -0.02628 -0.3 0.2 -0.1
H 3.40613 0.63351 -0.07557 -0.2 -0.2 -0.1
H 3.29233 -0.29960 -1.57752 0.1 0.0 0.0
H 2.24392 2.49072 0.36946 -0.1 -0.1 0.0
H 0.65081 3.23242 0.28930 0.0 -0.1 0.0
H 1.62660 3.03507 -1.18564 0.1 0.2 0.1
H -2.68257 1.53319 -0.12238 0.2 -0.1 -0.1
H -2.04057 2.31514 -1.58159 -0.2 0.2 0.1
H -1.50197 2.81776 0.04032 0.1 -0.1 -0.1
O -0.39679 2.20994 2.47626 2.3 -1.5 0.8
H 0.46906 2.12349 3.00180 -1.8 0.6 -0.8
Cl 0.07070 -0.29798 4.68287 0.2 0.0 1.5
```
Positions in Å, forces in eV/Å.

calculated total energy: -68016.469 eV
ΔE to the lowest compared entry with this formula, charge and spin: 100.5 kJ/mol
Kohn-Sham gap (alpha / beta): 4.15 / 4.75 eV
charge: -2


(4)
Here is a 5-piece molecular cluster, C24H33IN4O4PS2 overall in a non-equilibrium geometry from the Open Molecules 2025 dataset. Energies are from ωB97M-V/def2-TZVPD.

The geometry in XYZ format:
```
69
Properties=species:S:1:pos:R:3:forces:R:3
C 3.03736 -3.37161 0.74811 0.1 0.3 -1.1
C 2.93203 -2.09504 -0.12298 -0.6 0.2 0.9
I 4.95503 -1.19473 -0.10703 -0.3 -0.2 -0.3
C 1.96889 -1.00865 0.42982 0.9 -0.5 -0.4
P 0.19049 -1.63103 0.80962 0.3 0.1 -1.5
O -0.48390 -0.47845 -0.30790 -0.2 -1.2 -0.1
O 0.22291 -2.80904 -0.42656 0.3 -0.3 0.9
S 0.10231 -0.10878 2.44918 -0.1 1.1 1.1
C -1.55338 -2.26501 1.32408 -1.3 0.1 0.0
S -2.92266 -1.90121 0.17957 -0.2 1.8 -2.0
O -2.67096 -2.30465 -1.22485 -0.3 0.1 2.4
O -3.44499 -0.50799 0.34503 0.9 -2.6 0.3
H 2.23871 -4.06122 0.44196 0.0 0.3 0.4
H 3.98797 -3.87190 0.52239 -0.2 0.1 0.3
H 2.96126 -3.09057 1.80291 0.1 -0.3 -0.2
H 2.70952 -2.30899 -1.17176 0.3 -0.1 0.3
H 1.92452 -0.21455 -0.32761 -0.1 -0.1 0.3
H 2.43934 -0.58046 1.32641 -0.3 -0.2 -0.1
H 0.72449 -2.53549 1.79684 -0.3 0.1 -0.1
H -0.31571 0.39148 0.03156 0.1 0.6 0.2
H 0.15706 -2.40130 -1.28324 -0.3 0.4 -0.4
H -0.98781 0.68292 2.22888 0.3 -0.6 -0.2
H -1.83391 -1.77991 2.26926 -0.2 0.0 -0.4
H -1.58131 -3.35109 1.51430 0.2 0.3 -0.5
H -3.96562 -2.71185 0.60764 0.6 0.2 0.1
N -4.74591 3.26827 0.35302 -0.4 0.0 -0.3
C -5.45978 4.22437 -0.24999 0.2 -0.1 0.2
C -6.44004 3.97573 -1.19643 0.0 0.0 0.0
C -6.69507 2.65748 -1.54355 0.0 -0.1 -0.1
C -5.96755 1.64871 -0.93411 -0.1 0.1 -0.1
C -5.00964 2.00213 0.00457 0.3 0.2 0.4
H -5.22225 5.23913 0.05153 -0.1 0.0 0.0
H -6.98844 4.79148 -1.65013 0.0 0.0 0.0
H -7.45295 2.41990 -2.28171 0.0 0.0 0.0
H -6.13614 0.60892 -1.17904 0.1 0.0 0.0
H -4.42055 1.24501 0.50703 -0.1 0.0 -0.1
N 8.07285 1.82355 -1.63966 -0.1 0.1 -0.3
C 8.71936 2.52516 -2.57520 0.0 -0.2 0.3
C 8.13379 2.97087 -3.74856 0.0 0.0 0.0
C 6.79883 2.67001 -3.97103 -0.1 0.0 0.0
C 6.10791 1.94205 -3.01666 0.0 0.1 -0.1
C 6.78542 1.54607 -1.87435 0.3 0.0 0.3
H 9.76173 2.73383 -2.35916 0.0 0.0 -0.1
H 8.70749 3.53821 -4.46956 0.0 0.0 0.0
H 6.30395 2.99904 -4.87675 0.0 0.0 0.0
H 5.06601 1.68595 -3.15293 0.0 0.0 0.1
H 6.27932 0.97663 -1.10151 0.0 0.1 -0.2
N 7.40612 -3.09479 1.91870 0.4 -0.2 0.2
C 7.47471 -4.41974 2.06252 -0.2 0.3 -0.1
C 8.64903 -5.10880 2.32252 0.1 0.0 0.0
C 9.82367 -4.38282 2.43671 0.1 0.0 0.0
C 9.77655 -3.00598 2.28887 0.0 -0.1 0.0
C 8.54869 -2.41525 2.03386 -0.3 0.0 -0.1
H 6.53083 -4.94442 1.96123 0.0 -0.1 0.0
H 8.64344 -6.18515 2.43198 0.0 0.0 0.0
H 10.76316 -4.88327 2.63807 0.0 0.0 0.0
H 10.67143 -2.40355 2.36973 0.0 0.0 0.0
H 8.46093 -1.34088 1.91312 0.1 0.0 0.0
N -11.66511 4.25785 -0.08968 0.1 -0.3 0.1
C -10.43950 3.79447 -0.35277 -0.2 0.2 0.0
C -10.03019 2.49771 -0.08748 0.0 -0.1 0.0
C -10.94145 1.62782 0.48844 0.0 -0.1 0.0
C -12.21830 2.08600 0.77242 0.1 0.0 0.0
C -12.52696 3.40078 0.46386 0.1 0.3 -0.1
H -9.75977 4.51131 -0.79938 0.1 -0.1 0.0
H -9.02500 2.17845 -0.32463 0.0 0.0 0.0
H -10.66028 0.60642 0.71298 0.0 0.0 0.0
H -12.95805 1.43772 1.22268 0.0 0.0 0.0
H -13.51396 3.80276 0.66475 0.0 -0.1 0.0
```
Positions in Å, forces in eV/Å.

calculated total energy: -78633.477 eV
Kohn-Sham gap: 7.43 eV
charge: -1


(5)
Here is C35H34FN3O2Pt as an isolated structure from the Open Molecules 2025 dataset. Energies are from ωB97M-V/def2-TZVPD.

The geometry in XYZ format:
```
76
Properties=species:S:1:pos:R:3:forces:R:3
Pt 0.07262 -1.10009 0.00734 0.0 0.1 0.0
C 0.10984 1.85405 -3.16409 0.0 0.0 0.0
O 0.80866 1.11140 -2.17867 0.0 0.0 0.0
C 1.89865 0.40596 -2.56298 0.0 0.0 0.0
C 2.42705 0.40678 -3.84734 0.0 0.0 0.0
C 3.55233 -0.35860 -4.13439 0.0 0.0 0.0
C 4.15840 -1.12277 -3.15330 0.0 0.0 0.0
C 3.63109 -1.12461 -1.86854 0.0 0.0 0.0
C 2.50942 -0.37461 -1.57339 0.0 0.0 0.0
N 1.94606 -0.40807 -0.25193 0.0 0.0 0.0
N 2.76788 -0.05517 0.63388 0.0 0.0 0.0
C 2.47318 -0.01433 1.95936 0.0 0.0 0.0
C 1.20718 -0.26257 2.53639 0.0 0.0 0.0
O 0.13422 -0.61471 1.91406 0.0 0.0 0.0
C 1.05604 -0.11031 3.95570 0.0 0.0 0.0
C 2.09681 0.23928 4.73792 0.0 0.0 0.0
C 3.39782 0.49048 4.19618 0.0 0.0 0.0
C 4.47105 0.85449 5.02908 0.0 0.0 0.0
C 5.71240 1.10333 4.50350 0.0 0.0 0.0
C 5.90534 0.99364 3.11948 0.0 0.0 0.0
C 4.87133 0.63705 2.28832 0.0 0.0 0.0
C 3.58948 0.37424 2.80805 0.0 0.0 0.0
H -0.24371 1.20502 -3.96992 0.0 0.0 0.0
H 0.73719 2.64537 -3.58049 0.0 0.0 0.0
H -0.74122 2.29344 -2.65221 0.0 0.0 0.0
H 1.97548 1.00660 -4.62407 0.0 0.0 0.0
H 3.95339 -0.34866 -5.13938 0.0 0.0 0.0
H 5.03301 -1.71613 -3.38127 0.0 0.0 0.0
H 4.07993 -1.71409 -1.07939 0.0 0.0 0.0
H 0.07018 -0.30117 4.35803 0.0 0.0 0.0
H 1.95879 0.33731 5.80867 0.0 0.0 0.0
H 4.29853 0.93578 6.09583 0.0 0.0 0.0
H 6.53525 1.38330 5.14762 0.0 0.0 0.0
H 6.88239 1.19256 2.69758 0.0 0.0 0.0
H 5.03089 0.55725 1.22302 0.0 0.0 0.0
C -0.08460 -2.15488 -2.09952 0.1 0.1 -0.2
C -1.40209 -2.90591 -2.27476 0.0 -0.1 0.0
C -2.51285 -1.95931 -2.74032 0.0 0.0 0.0
C -1.74077 -3.78491 -1.08479 0.0 0.1 0.1
C -1.85447 -5.15403 -1.27941 0.0 0.0 0.0
C -2.11172 -5.99441 -0.20836 0.0 0.0 0.0
C -2.19570 -5.45765 1.06445 0.0 0.0 -0.1
C -2.05518 -4.08997 1.30813 0.0 0.0 0.0
C -1.96546 -3.68384 2.77480 0.0 0.0 0.0
C -0.48756 -3.68486 3.18618 0.0 0.0 0.0
C -2.64326 -2.39097 3.22295 0.0 0.0 0.0
C -1.87465 -3.24141 0.20492 0.0 0.0 -0.1
N -1.78554 -1.82761 0.33056 0.0 -0.1 0.1
C -2.95561 -1.11076 0.35436 0.0 0.0 0.0
C -4.22444 -1.72430 0.32440 0.0 0.0 0.0
C -5.40193 -0.99650 0.35988 0.0 0.0 0.0
C -5.38603 0.38847 0.41678 0.0 0.0 0.0
C -4.15433 1.02871 0.42712 0.0 0.0 0.0
C -2.99254 0.29340 0.39046 0.0 0.0 0.0
F -1.82217 0.99061 0.37919 0.0 0.0 0.0
H 0.27874 -1.78647 -3.06595 0.1 -0.1 0.0
H 0.72625 -2.75286 -1.68678 -0.1 -0.1 0.0
H -0.24046 -1.05606 -1.71178 -0.2 -0.1 0.1
H -1.21803 -3.60338 -3.09859 0.0 0.0 0.0
H -2.59221 -1.08059 -2.10090 0.0 0.0 0.0
H -3.48143 -2.45840 -2.73174 0.0 0.0 0.0
H -2.31296 -1.62384 -3.76114 0.0 0.0 0.0
H -1.74688 -5.56158 -2.27849 0.0 0.0 0.0
H -2.22140 -7.06046 -0.36052 0.0 0.0 0.0
H -2.35349 -6.11829 1.90992 0.0 0.0 0.0
H -2.44942 -4.49848 3.32312 0.0 0.0 0.0
H 0.06003 -2.92665 2.62606 0.0 0.0 0.0
H -0.02650 -4.65498 2.99259 0.0 0.0 0.0
H -0.38656 -3.46197 4.25114 0.0 0.0 0.0
H -2.11751 -1.51271 2.85299 0.0 0.0 0.0
H -2.63731 -2.35579 4.31540 0.0 0.0 0.0
H -3.67992 -2.33596 2.89288 0.0 0.0 0.0
H -4.27083 -2.80416 0.27728 0.0 0.0 0.0
H -6.34573 -1.52738 0.34092 0.0 0.0 0.0
H -6.30284 0.96028 0.44897 0.0 0.0 0.0
H -4.07450 2.10776 0.46346 0.0 0.0 0.0
```
Positions in Å, forces in eV/Å.

calculated total energy: -51375.473 eV
ΔE to the lowest compared entry with this formula, charge and spin: 0.0 kJ/mol
Kohn-Sham gap: 6.34 eV
charge: 0